# 1
The following is a DFT calculation (wB97M-V/def2-TZVPD) of a cluster of 2 separate species, C4H8O3 in total.

Structure (XYZ):
```
15
C4H8O3, DFT wB97M-V/def2-TZVPD
C 2.66200 -0.12243 0.42980
O 1.37998 0.11851 1.02063
C 0.37589 -0.60496 0.51560
O 0.46182 -1.38820 -0.39283
C -0.91240 -0.29663 1.28708
C -1.96804 0.63103 -1.69494
O -1.89803 -0.96891 1.15041
H 2.92649 -1.17810 0.52840
H 3.36131 0.50574 0.98054
H 2.64757 0.14599 -0.62926
H -0.85950 0.56981 1.97182
H -1.14624 1.23328 -1.29474
H -2.91665 1.01496 -1.31375
H -1.95562 0.69735 -2.78435
H -1.84244 -0.40910 -1.38948
```

- Charge: 0
- SMILES: COC(=O)C=O.C
- ΔE to the lowest compared entry with this formula, charge and spin: 158.07 kJ/mol
- Calculated total energy: -10419.365 eV
- Orbital gap: 10.12 eV
- LUMO level: -0.266 eV

---

# 2
The following is a DFT calculation (wB97M-V/def2-TZVPD) of a cluster of 2 separate species, C4H8O3 in total.

Structure (XYZ):
```
15
C4H8O3, DFT wB97M-V/def2-TZVPD
C 1.69883 -0.24770 -0.59714
C 0.44919 0.84468 -0.33344
O -0.35648 1.01707 -1.34240
C -0.00556 -0.04152 0.70624
O -1.87903 1.02379 0.73511
C -0.80010 -1.25759 0.33340
O -1.12416 -2.08719 1.15029
H 2.18726 0.29471 -1.41083
H 2.41018 -0.38163 0.22161
H 1.36161 -1.20792 -0.99432
H 1.01147 1.71507 0.06212
H -1.59736 1.18062 -0.22908
H 0.38370 -0.01070 1.72373
H -2.67585 0.47701 0.71057
H -1.06370 -1.31869 -0.73585
```

- Charge: 0
- ΔE to the lowest compared entry with this formula, charge and spin: 465.32 kJ/mol
- Calculated total energy: -10416.181 eV
- Orbital gap: 7.82 eV
- LUMO level: -1.274 eV

---

# 3
The following is a DFT calculation (wB97M-V/def2-TZVPD) of a cluster of 3 separate species, C4H8O3 in total.

Structure (XYZ):
```
15
C4H8O3, DFT wB97M-V/def2-TZVPD
C 0.02404 0.21155 -1.57409
C -0.29489 -0.69009 -0.42590
O -1.59182 -1.14121 -0.47244
C 0.52305 -1.05647 0.56490
O 1.87970 -0.84184 0.51033
C 0.87093 1.94405 1.44207
O 1.88681 1.61100 1.83603
H -0.85025 0.84174 -1.76927
H 0.88154 0.85023 -1.35241
H 0.23235 -0.35310 -2.48895
H -2.26544 1.04509 0.28778
H -1.66440 -1.91225 0.10476
H 0.14052 -1.61966 1.41980
H 2.19044 -0.56760 1.38251
H -1.96260 1.67857 0.53490
```

- Charge: 0
- ΔE to the lowest compared entry with this formula, charge and spin: 289.96 kJ/mol
- Calculated total energy: -10417.998 eV
- Orbital gap: 9.16 eV
- LUMO level: 0.831 eV

---

# 4
The following is a DFT calculation (wB97M-V/def2-TZVPD) of an isolated molecule of C4H8O3.

Structure (XYZ):
```
15
C4H8O3, DFT wB97M-V/def2-TZVPD
O 1.39552 -2.10858 -0.77470
O 0.09211 -0.26056 -1.27315
O 0.12623 1.57304 0.69570
C 0.83812 -1.05529 -0.45106
C 0.40502 2.91490 0.29226
C 1.32459 0.91268 1.17503
C 0.99124 -0.57141 0.99748
H -0.14912 0.50593 -0.72551
H -0.18135 3.20284 -0.57884
H 1.43744 3.04463 -0.02306
H 0.27489 3.65367 1.09431
H 2.20928 1.11316 0.56343
H 1.63774 1.18933 2.17456
H 0.00953 -0.74575 1.49405
H 1.67915 -1.19018 1.53654
```

- Charge: 0
- SMILES: COCCC(=O)O
- ΔE to the lowest compared entry with this formula, charge and spin: 123.65 kJ/mol
- Calculated total energy: -10419.722 eV
- Orbital gap: 10.82 eV
- LUMO level: 0.695 eV

---

# 5
The following is a DFT calculation (wB97M-V/def2-TZVPD) of an isolated molecule of C4H8O3.

Structure (XYZ):
```
15
C4H8O3, DFT wB97M-V/def2-TZVPD
C -2.49003 0.04918 0.26239
C -1.33161 -0.60773 -0.40161
O -0.18947 0.31753 -0.39819
C 1.00474 -0.18003 -0.03690
O 1.22498 -1.32522 0.30405
C 2.12858 0.88129 -0.08226
O 3.32461 0.30493 0.36964
H -2.35036 0.01162 1.34753
H -2.58075 1.07666 -0.08042
H -3.39886 -0.52455 0.04031
H -1.48654 -0.82452 -1.46805
H -1.05703 -1.51730 0.13631
H 2.22660 1.23466 -1.11951
H 1.83419 1.72748 0.55445
H 3.14096 -0.62400 0.57225
```

- Charge: 0
- SMILES: CCOC(=O)CO
- ΔE to the lowest compared entry with this formula, charge and spin: 81.73 kJ/mol
- Calculated total energy: -10420.156 eV
- Orbital gap: 11.37 eV
- LUMO level: 0.828 eV

---

# 6
The following is a DFT calculation (wB97M-V/def2-TZVPD) of an isolated molecule of C4H8O3.

Structure (XYZ):
```
15
C4H8O3, DFT wB97M-V/def2-TZVPD
C 1.27308 0.69604 -0.56913
C 0.64974 -0.13950 -1.49565
C -0.94163 -1.10151 -0.04561
C -0.13427 0.72719 1.40918
H 0.98901 1.75660 -0.59260
H 2.41875 0.79476 -0.76937
H 0.69751 -1.12156 -1.19687
H 0.89848 -0.10219 -2.66844
H 0.00883 -1.59558 0.15347
H -1.97182 -1.69899 -0.19179
H 0.12780 0.75972 2.50270
H -0.28826 1.69681 0.95339
O -0.83933 -0.23280 -1.12968
O -1.22660 -0.13404 1.00746
O 1.07072 0.16899 0.87432
```

- Charge: 0
- SMILES: C1COCOCO1
- ΔE to the lowest compared entry with this formula, charge and spin: 441.77 kJ/mol
- Calculated total energy: -10416.425 eV
- Orbital gap: 10.59 eV
- LUMO level: 0.946 eV

---

# 7
The following is a DFT calculation (wB97M-V/def2-TZVPD) of a cluster of 2 separate species, C4H8O3 in total.

Structure (XYZ):
```
15
C4H8O3, DFT wB97M-V/def2-TZVPD
C -2.62399 -0.24469 0.06710
O -1.48825 0.59771 0.27939
C -0.35817 0.18362 -0.30065
O -0.27570 -0.84103 -0.95035
C 0.77840 1.09862 -0.02681
C 1.92622 0.91610 -0.67896
O 2.05920 -1.53604 1.02373
H -2.42291 -1.25214 0.43906
H -3.44301 0.22065 0.61646
H -2.86032 -0.30078 -0.99887
H 0.64440 1.85529 0.74216
H 1.76062 -0.71062 1.42450
H 2.01223 0.12811 -1.42464
H 2.81502 1.50428 -0.46729
H 1.47628 -1.61908 0.25518
```

- Charge: 0
- SMILES: C=CC(=O)OC.O
- ΔE to the lowest compared entry with this formula, charge and spin: 135.06 kJ/mol
- Calculated total energy: -10419.604 eV
- Orbital gap: 10.91 eV
- LUMO level: 0.356 eV

---

# 8
The following is a DFT calculation (wB97M-V/def2-TZVPD) of an isolated molecule of C4H8O3.

Structure (XYZ):
```
15
C4H8O3, DFT wB97M-V/def2-TZVPD
O 2.37385 -0.85326 2.72784
O -2.55014 1.22971 -0.86684
O 0.92617 -0.28758 1.04829
C 2.04624 -0.87103 1.55446
C -1.17070 1.15076 -0.36516
C 0.77306 -0.39932 -0.34693
C -0.69446 -0.24584 -0.65695
H -3.09536 0.70683 -0.28569
H 2.68429 -1.42269 0.90086
H -1.12726 1.42401 0.71687
H -0.50770 1.87251 -0.86775
H 1.14965 -1.34409 -0.76988
H 1.30708 0.36657 -0.88469
H -1.31029 -1.01986 -0.19810
H -0.80442 -0.30670 -1.70633
```

- Charge: 0
- SMILES: O=COCCCO
- ΔE to the lowest compared entry with this formula, charge and spin: 160.76 kJ/mol
- Calculated total energy: -10419.337 eV
- Orbital gap: 11.44 eV
- LUMO level: 0.825 eV

---

# 9
The following is a DFT calculation (wB97M-V/def2-TZVPD) of an isolated molecule of C4H8O3.

Structure (XYZ):
```
15
C4H8O3, DFT wB97M-V/def2-TZVPD
O 1.35273 -0.13639 -0.53894
C 0.77594 0.25930 -1.79126
C -0.61089 0.38093 -1.15395
C 0.05702 -0.27182 0.06569
O -0.34648 -1.59211 0.19503
C 0.03846 0.43480 1.44197
O -0.21140 -0.46426 2.50814
H 0.01938 -1.90126 1.04042
H 0.86445 -0.53297 -2.54182
H 1.22805 1.18023 -2.17328
H -1.41987 -0.20218 -1.60107
H -0.93417 1.41208 -0.98332
H 1.03169 0.85514 1.61132
H -0.69169 1.25563 1.43761
H -1.15322 -0.67713 2.48347
```

- Charge: 0
- SMILES: OC[C@@]1(O)CCO1
- ΔE to the lowest compared entry with this formula, charge and spin: 192.62 kJ/mol
- Calculated total energy: -10419.007 eV
- Orbital gap: 10.77 eV
- LUMO level: 0.777 eV

---

# 10
The following is a DFT calculation (wB97M-V/def2-TZVPD) of a cluster of 3 separate species, C4H8O3 in total.

Structure (XYZ):
```
15
C4H8O3, DFT wB97M-V/def2-TZVPD
C -0.59876 0.60183 -1.44791
C -0.60784 0.47752 0.04113
O -1.56246 1.19871 0.64148
C 0.08461 -0.53206 0.82057
O -0.49372 -1.79584 0.78483
C 1.64937 -0.72917 0.18130
O 1.97973 -1.86811 0.10194
H -0.63226 1.66771 -1.69641
H 0.31871 0.17077 -1.85987
H -1.46441 0.12184 -1.91575
H 0.96213 1.48232 0.14921
H -1.74989 0.78543 1.49866
H 0.22758 -0.14683 1.84966
H 0.25044 -2.43312 0.81126
H 1.63676 0.99900 0.03991
```

- Charge: 0
- ΔE to the lowest compared entry with this formula, charge and spin: 552.74 kJ/mol
- Calculated total energy: -10415.275 eV
- Orbital gap (alpha / beta): 7.69 / 7.24 eV
- LUMO level (alpha / beta): -0.056 / -0.330 eV

---

# 11
The following is a DFT calculation (wB97M-V/def2-TZVPD) of an isolated molecule of C4H8O3.

Structure (XYZ):
```
15
C4H8O3, DFT wB97M-V/def2-TZVPD
C 2.48590 -0.64238 -1.18009
O 1.38173 -0.95274 -0.32987
C 0.27670 -0.21556 -0.53314
O 0.14295 0.53372 -1.47314
C -0.71392 -0.41316 0.59137
C -1.75699 0.69722 0.64736
O -2.11868 0.83903 2.00940
H 2.84184 0.36754 -0.95412
H 3.25712 -1.37777 -0.94640
H 2.20421 -0.68837 -2.23385
H -1.18086 -1.40311 0.51153
H -0.15279 -0.40327 1.53172
H -1.32570 1.62411 0.24392
H -2.63008 0.43991 0.02965
H -2.71144 1.59483 2.08565
```

- Charge: 0
- SMILES: COC(=O)CCO
- ΔE to the lowest compared entry with this formula, charge and spin: 94.09 kJ/mol
- Calculated total energy: -10420.028 eV
- Orbital gap: 11.35 eV
- LUMO level: 0.864 eV

---

# 12
The following is a DFT calculation (wB97M-V/def2-TZVPD) of a structure of composition C4H8O3.

Structure (XYZ):
```
15
C4H8O3, DFT wB97M-V/def2-TZVPD
C -0.02519 1.41980 0.83778
C 0.70257 0.07397 0.71443
C -0.09418 -0.94760 -0.14345
C -0.31162 -0.34203 -1.54586
H -1.13288 1.47038 1.30343
H -0.34827 1.95732 0.15363
H 0.45326 1.93131 1.35261
H 0.77314 -0.23169 1.64264
H 1.47768 0.18795 0.00450
H 0.47219 -1.59272 -0.14520
H -1.14164 -1.67139 1.54731
H 1.35781 -0.52392 -1.81340
O -1.42379 -1.10331 0.45514
O 0.74211 -0.45863 -2.28634
O -1.50117 -0.16942 -2.07721
```

- Charge: 0
- ΔE to the lowest compared entry with this formula, charge and spin: 887.63 kJ/mol
- Calculated total energy: -10411.804 eV
- Orbital gap: 10.42 eV
- LUMO level: 0.186 eV